P.
This record from the Open Molecules 2025 dataset describes CH3NO in the gas phase. The level of theory is ωB97M-V/def2-TZVPD.

Its charge is 0. The LUMO energy comes out at 1.1 eV. The SMILES is C1NO1.

```
6
Properties=species:S:1:pos:R:3:mulliken_charge:R:1
C 0.3506 0.2012 -0.2769 0.0085
N -0.6749 -0.7337 -0.0725 -0.4116
O 0.4265 -0.6319 0.7799 -0.2824
H 1.1040 0.1829 -1.0219 0.2368
H 0.3175 1.1700 0.1010 0.1759
H -1.5237 -0.1885 0.4904 0.2727
```

Q.
This record from the Open Molecules 2025 dataset describes CH3NO in the gas phase. The level of theory is ωB97M-V/def2-TZVPD.

Its charge is 0. The LUMO energy comes out at 0.9 eV. The SMILES is C=NO.

```
6
Properties=species:S:1:pos:R:3:mulliken_charge:R:1
C 0.7882 -0.0805 0.0119 -0.2258
H -1.3872 0.7757 0.2641 0.3115
H 0.6867 1.0872 -0.1530 0.1839
H 1.6978 -0.7145 -0.0941 0.2639
N -0.2527 -0.8324 0.0266 -0.2053
O -1.5328 -0.2356 -0.0555 -0.3282
```

R.
This record from the Open Molecules 2025 dataset describes CH3NO in the gas phase. The level of theory is ωB97M-V/def2-TZVPD.

Its charge is 0. The LUMO energy comes out at 0.9 eV. The SMILES is C=NO.

```
6
Properties=species:S:1:pos:R:3:mulliken_charge:R:1
C -0.8400 0.1226 0.1118 -0.1584
H 2.2168 -0.4185 0.2555 0.3610
H -1.2289 1.1516 -0.1543 0.2503
H -1.7047 -0.5382 -0.1330 0.2181
N 0.1907 -0.5446 -0.0486 -0.2841
O 1.3661 0.2271 -0.0312 -0.3869
```

S.
This record from the Open Molecules 2025 dataset describes CH3NO in the gas phase. The level of theory is ωB97M-V/def2-TZVPD.

Its charge is 0. The LUMO energy comes out at 0.9 eV. The SMILES is NC=O.

```
6
Properties=species:S:1:pos:R:3:mulliken_charge:R:1
C 0.2705 0.3597 0.4361 0.1711
N -0.0316 -0.5567 -0.5143 -0.3397
O 0.3429 1.7096 0.2186 -0.5609
H 0.2237 -0.0188 1.5374 0.2475
H -0.4245 -1.4517 -0.4353 0.2466
H -0.3809 -0.0422 -1.2425 0.2354
```

Energies, relative to the best one, in hartree: P 0.0943; Q 0.0653; R 0.0798; S 0.0000.

P.
This record from the Open Molecules 2025 dataset describes C22H31N3O3S in the gas phase. The level of theory is ωB97M-V/def2-TZVPD.

Its charge is 0. The LUMO energy comes out at 0.6 eV. The SMILES is C[C@H]1CC[C@@H](NC(=O)CCn2ccc3cc(S(=O)(=O)N4CCCC4)ccc32)CC1.

```
60
Properties=species:S:1:pos:R:3:mulliken_charge:R:1
C 2.1801 -1.8255 -2.2292 -1.7515
H 2.5601 -2.1935 -3.1796 0.4752
H 1.1620 -2.1888 -2.1035 0.2961
H 2.7948 -2.2407 -1.4338 0.4089
C 2.2162 -0.3005 -2.1945 0.5268
C 1.6694 0.2400 -0.8719 -0.2785
C 1.7298 1.7664 -0.8385 -1.0554
H 2.7735 2.0830 -0.8781 0.5216
H 1.3000 2.1344 0.0948 -0.0296
C 0.9954 2.4001 -2.0211 -0.3020
N -0.4368 2.2252 -1.8819 0.2553
C -1.3229 3.2051 -2.1389 0.3873
O -1.0091 4.3156 -2.5122 -0.6918
C -2.7721 2.8148 -1.8593 -0.5511
C -3.1534 3.3225 -0.4586 -0.9686
N -2.2095 2.8843 0.5335 0.2290
C -2.0666 1.6107 1.0020 0.1564
C -2.8247 0.4679 0.7598 -0.9668
C -2.4467 -0.6973 1.3924 -0.4998
C -1.3431 -0.7162 2.2437 -0.3149
C -0.5812 0.3982 2.4992 -0.5831
C -0.9401 1.5894 1.8721 0.9401
C -0.4178 2.9121 1.8825 -1.3793
C -1.2077 3.6531 1.0582 -0.1262
H -1.1326 4.6910 0.7962 0.4259
H 0.4277 3.2574 2.4423 0.5625
H 0.2552 0.3308 3.1749 0.4641
S -0.8925 -2.2375 3.0618 1.5042
O -0.7159 -1.9934 4.4634 -0.7897
O -1.8129 -3.2719 2.6690 -0.6983
N 0.6495 -2.4749 2.3978 0.0662
C 0.5752 -3.0872 1.0860 -0.3351
H 1.4461 -2.7602 0.5122 0.0344
H -0.3303 -2.7456 0.5860 0.4204
C 0.5961 -4.6109 1.3124 -0.8115
H -0.4097 -5.0139 1.2156 0.2385
H 1.2440 -5.1025 0.5880 0.4244
C 1.1052 -4.7811 2.7543 -0.4853
H 0.3053 -5.1542 3.3921 0.2518
H 1.9526 -5.4612 2.8192 0.4081
C 1.4845 -3.3588 3.1909 -0.9448
H 2.5300 -3.1355 2.9569 0.3749
H 1.2969 -3.1614 4.2443 0.4284
H -2.9962 -1.6153 1.2576 0.5550
H -3.6880 0.4887 0.1120 0.4136
H -4.1546 2.9695 -0.1920 0.3826
H -3.1547 4.4146 -0.4646 0.4212
H -2.8996 1.7341 -1.9205 0.2983
H -3.4146 3.2959 -2.5963 0.4597
H -0.7563 1.3264 -1.5596 0.1995
C 1.4952 1.8156 -3.3473 -1.1010
C 1.4176 0.2920 -3.3560 -0.7445
H 1.8103 -0.0844 -4.3028 0.3988
H 0.3758 -0.0290 -3.2823 0.2747
H 2.5312 2.1265 -3.4933 0.4476
H 0.9019 2.2300 -4.1641 0.4140
H 1.1589 3.4837 -2.0273 0.5349
H 2.2501 -0.1576 -0.0373 0.5457
H 0.6406 -0.1036 -0.7318 0.0124
H 3.2583 0.0240 -2.2944 0.2504
```

Q.
This record from the Open Molecules 2025 dataset describes C22H31N3O3S in the gas phase. The level of theory is ωB97M-V/def2-TZVPD.

Its charge is 0. The LUMO energy comes out at 0.6 eV.

```
60
Properties=species:S:1:pos:R:3:mulliken_charge:R:1
C 8.9545 0.0212 0.1822 -1.4387
C 7.4635 -0.1154 0.1569 1.0100
C 6.6586 0.7861 0.8481 -0.6088
C 5.2860 0.6559 0.8496 -0.6251
C 4.6838 -0.3912 0.1515 0.0210
C 5.4822 -1.2976 -0.5439 -0.6284
C 6.8552 -1.1556 -0.5368 -0.6158
H 7.4672 -1.8627 -1.0784 0.3493
H 5.0188 -2.1083 -1.0857 0.4520
C 3.2457 -0.5220 0.1612 0.5517
N 2.4029 0.2559 0.7787 -0.6360
C 1.1630 -0.2544 0.5080 0.0029
C 1.3070 -1.3532 -0.2988 0.9107
O 2.6352 -1.5230 -0.5123 -0.3854
C 0.3352 -2.2889 -0.9120 -1.1754
H -0.1792 -2.8668 -0.1449 0.2594
H 0.8605 -2.9705 -1.5750 0.3475
H -0.4125 -1.7370 -1.4822 0.1599
C -0.0607 0.3828 1.0265 0.8035
H -0.0407 0.4624 2.1134 0.6773
H -0.9580 -0.1350 0.7019 -1.1613
S -0.1330 2.1417 0.4305 0.3631
O -1.4333 2.6578 0.8899 -0.6140
C -0.3935 1.7227 -1.3649 -1.0738
C -1.6993 0.9953 -1.6161 0.4924
O -1.7363 -0.1290 -2.0888 -0.7355
N -2.7784 1.7196 -1.2931 0.0014
C -4.1400 1.2634 -1.4533 -0.5323
H -4.1063 0.2308 -1.8034 0.3679
C -4.9613 1.3876 -0.1425 -1.1381
N -5.1205 0.2238 0.6778 0.3098
C -3.9542 -0.2917 1.3589 -1.2101
C -3.2867 -1.4794 0.6539 0.3436
C -4.3186 -2.5760 0.4144 -1.1645
C -5.4763 -2.0086 -0.4000 -0.7451
H -5.1048 -1.7320 -1.3895 0.2973
H -6.2508 -2.7655 -0.5372 0.4424
C -6.0969 -0.7720 0.2752 0.0267
C -6.9510 -1.1693 1.4863 -1.6686
H -7.7719 -1.8091 1.1725 0.4453
H -7.3590 -0.2756 1.9508 0.3742
H -6.3624 -1.7003 2.2273 0.3107
H -6.7657 -0.2933 -0.4498 0.4500
H -4.6826 -2.9543 1.3719 0.3817
H -3.8639 -3.4114 -0.1228 0.3684
H -2.8697 -1.1728 -0.3061 -0.1486
H -2.4743 -1.8591 1.2788 0.4792
H -3.2465 0.5300 1.4863 0.5877
H -4.2643 -0.6178 2.3603 0.3388
H -5.9644 1.7370 -0.4021 0.3086
H -4.4926 2.1647 0.4720 0.6068
H -4.6135 1.8752 -2.2303 0.3402
H -2.6371 2.5396 -0.7136 0.2586
H -0.3856 2.6766 -1.8913 0.5522
H 0.4532 1.1176 -1.6791 0.4552
H 4.6568 1.3507 1.3826 0.4655
H 7.1196 1.5992 1.3903 0.3782
H 9.3556 -0.4614 1.0742 0.2743
H 9.2472 1.0684 0.2090 0.3730
H 9.4043 -0.4510 -0.6878 0.3672
```

Energies, relative to the best one, in hartree: P 0.0000; Q 0.0370.

P.
This record from the Open Molecules 2025 dataset describes C5H11NO3 in the gas phase. The level of theory is ωB97M-V/def2-TZVPD.

Its charge is 0. The LUMO energy comes out at 0.8 eV. The SMILES is CC(=O)[C@@](C)(O)[C@@H](N)O.

```
20
Properties=species:S:1:pos:R:3:mulliken_charge:R:1
C 1.3321 -1.8257 0.1829 -1.3746
C 1.1459 -0.6194 -0.6782 0.9881
O -1.5795 -1.0736 -0.9097 -0.5279
O 1.7021 -0.4624 -1.7411 -0.6189
H -1.8186 -0.5587 -1.6905 0.3694
H 2.1880 -2.3973 -0.1662 0.3827
H 1.4579 -1.5577 1.2274 0.3470
H 0.4348 -2.4365 0.0887 0.3140
C 0.7372 1.1683 1.0398 -1.8264
C 0.1704 0.4575 -0.1989 1.2125
N -2.2595 0.8220 0.2479 -0.6524
C -1.2351 -0.1758 0.1057 -0.6206
O -0.0080 1.3903 -1.2445 -0.6655
H 0.6573 1.1701 -1.9213 0.4178
H -2.1903 1.3040 1.1339 0.2741
H -2.1706 1.5051 -0.4994 0.3246
H -1.1817 -0.7700 1.0235 0.4903
H 0.1447 2.0588 1.2367 0.4407
H 1.7624 1.4793 0.8512 0.3899
H 0.7103 0.5217 1.9119 0.3352
```

Q.
This record from the Open Molecules 2025 dataset describes 2 unconnected molecules or ions with the total composition C5H11NO3. The level of theory is ωB97M-V/def2-TZVPD.

Its charge is 0. The LUMO energy comes out at 0.7 eV. The SMILES is CC(=O)N(C)C.O=CO.

```
20
Properties=species:S:1:pos:R:3:mulliken_charge:R:1
C -1.6765 0.7832 -0.8163 -0.9078
C -1.2926 -1.3555 0.4054 -1.0112
N -0.9484 0.0419 0.1990 0.2205
C 2.1335 0.2093 -1.3748 0.2603
O 1.9091 0.5830 -2.6442 -0.4314
O 2.1921 -0.9622 -1.0529 -0.5432
H 1.8280 -0.2609 -3.1333 0.3377
H -0.3989 -1.9454 0.6195 0.3085
H -2.1586 1.6557 -0.3660 0.3071
H -2.4330 0.1586 -1.2983 0.3618
H -0.9612 1.1270 -1.5706 0.2513
H -1.7699 -1.7703 -0.4867 0.3505
H -1.9773 -1.4208 1.2558 0.3458
C 0.6731 -0.0258 2.0682 -1.1932
C -0.0850 0.7512 1.0212 0.6273
O 0.0937 1.9640 0.8992 -0.6538
H 2.2473 1.0798 -0.7114 0.3752
H 1.4330 0.6247 2.5131 0.3003
H -0.0049 -0.3649 2.8542 0.3528
H 1.1966 -0.8727 1.6189 0.3415
```

Energies, relative to the best one, in hartree: P 0.0053; Q 0.0000.